Formula: C45H47F3N9O3
Source: the Open Molecules 2025 dataset
Level of theory: ωB97M-V with the def2-TZVPD basis set

```
107
C45H47F3N9O3 (ωB97M-V with the def2-TZVPD basis set)
C 0.060 -1.641 0.750
C 0.184 -1.383 -0.865
O 1.204 -2.016 -1.509
O -0.723 -0.577 -1.699
C -1.028 0.728 -1.091
C -2.393 0.532 -0.157
N -3.383 -0.532 -0.604
C -4.643 -0.794 0.246
C -5.686 -2.001 -0.242
N -4.900 -3.171 -0.872
C -4.954 0.064 1.644
C -3.866 1.232 2.125
C -4.157 2.050 3.516
F -5.376 2.917 3.362
F -4.458 1.000 4.558
F -3.012 2.833 4.035
C -2.537 1.470 1.187
O -1.485 2.455 1.492
H 0.960 -2.210 1.235
H -0.961 -2.230 0.934
H -0.105 -0.585 1.273
H -0.160 1.190 -0.450
H -1.341 1.524 -1.920
H -3.268 -1.118 -1.471
H -6.532 -1.598 -0.971
H -6.151 -2.453 0.760
H -4.494 -2.892 -1.793
H -5.614 -3.913 -1.110
H -5.936 -0.182 2.272
H -1.581 3.192 0.817
N -2.187 -2.622 -4.791
C -2.035 -3.671 -5.629
C -0.807 -4.224 -5.956
C 0.336 -3.666 -5.394
C 0.212 -2.584 -4.529
C -1.059 -2.103 -4.260
H -2.956 -4.069 -6.044
H -0.744 -5.069 -6.632
H 1.317 -4.072 -5.628
H 1.084 -2.126 -4.075
H -1.209 -1.262 -3.588
N 2.589 -2.826 3.620
C 1.660 -3.364 4.440
C 1.348 -2.855 5.691
C 2.033 -1.728 6.132
C 2.997 -1.152 5.311
C 3.236 -1.731 4.075
H 1.155 -4.245 4.053
H 0.590 -3.326 6.306
H 1.817 -1.301 7.107
H 3.548 -0.273 5.625
H 3.977 -1.317 3.396
N 3.095 1.853 0.775
C 3.714 3.040 0.591
C 3.300 4.224 1.182
C 2.182 4.191 2.008
C 1.522 2.984 2.215
C 2.013 1.853 1.583
H 4.579 3.014 -0.064
H 3.837 5.148 1.001
H 1.827 5.099 2.487
H 0.647 2.926 2.852
H 1.535 0.886 1.716
N 2.756 -7.356 1.427
C 2.055 -7.371 0.272
C 1.616 -6.228 -0.377
C 1.910 -4.994 0.192
C 2.629 -4.946 1.382
C 3.028 -6.143 1.955
H 1.848 -8.358 -0.130
H 1.059 -6.299 -1.304
H 1.582 -4.076 -0.288
H 2.874 -4.000 1.851
H 3.595 -6.158 2.881
N 2.608 2.155 -4.009
C 2.566 2.062 -5.356
C 3.032 0.969 -6.068
C 3.579 -0.094 -5.358
C 3.639 -0.027 -3.970
C 3.143 1.107 -3.346
H 2.133 2.919 -5.865
H 2.970 0.947 -7.150
H 3.957 -0.968 -5.881
H 4.060 -0.839 -3.387
H 3.164 1.205 -2.265
N -8.699 2.123 0.490
C -7.894 2.089 1.574
C -8.223 2.656 2.795
C -9.449 3.301 2.913
C -10.299 3.355 1.813
C -9.884 2.755 0.635
H -6.947 1.577 1.431
H -7.538 2.596 3.634
H -9.740 3.759 3.854
H -11.261 3.850 1.872
H -10.514 2.766 -0.251
N 5.983 5.888 -0.288
C 6.136 4.839 -1.126
C 7.363 4.286 -1.453
C 8.507 4.844 -0.891
C 8.383 5.926 -0.026
C 7.111 6.407 0.243
H 5.214 4.441 -1.541
H 7.427 3.441 -2.130
H 9.487 4.438 -1.125
H 9.254 6.384 0.428
H 6.962 7.248 0.914
```

Values from the calculation:
lowest unoccupied orbital energy = -0.20500 Eh
gap between HOMO and LUMO = 5.266 eV
spin multiplicity = 1
electronic energy = -75113.685 eV
charge = +1

Here are the Löwdin charges for atoms 1 to 2, given in e: number 1, C, carries 0.0072; number 2, C, carries -0.2350

Formula: C45H48AlClNO4P2S
Source: the Open Molecules 2025 dataset
Level of theory: ωB97M-V with the def2-TZVPD basis set

```
103
C45H48AlClNO4P2S (ωB97M-V with the def2-TZVPD basis set)
Al -0.159 -0.037 -0.420
C -1.752 2.845 -0.049
P -0.872 2.044 -1.453
C -2.082 1.977 -2.810
C -1.650 2.170 -4.122
C -2.559 2.142 -5.165
C -3.903 1.914 -4.912
C -4.329 1.693 -3.612
C -3.425 1.711 -2.564
C 0.278 3.314 -2.047
C -0.161 4.604 -2.329
C 0.746 5.549 -2.772
C 2.080 5.208 -2.950
C 2.512 3.918 -2.689
C 1.612 2.970 -2.235
C -1.962 1.811 1.016
C -2.622 1.926 2.213
C -2.541 0.667 2.847
C -1.834 -0.158 2.013
C -1.502 -1.613 2.173
P -0.894 -2.164 0.528
C 0.082 -3.676 0.750
C 1.040 -3.746 1.760
C 1.917 -4.813 1.814
C 1.875 -5.798 0.838
C 0.940 -5.721 -0.180
C 0.049 -4.667 -0.228
C -2.429 -2.587 -0.337
C -2.916 -1.632 -1.225
C -4.090 -1.857 -1.919
C -4.787 -3.038 -1.718
C -4.313 -3.990 -0.831
C -3.135 -3.770 -0.138
N -1.466 0.535 0.879
H -2.703 3.281 -0.368
H -1.120 3.665 0.314
H -0.603 2.359 -4.319
H -2.217 2.309 -6.174
H -4.613 1.909 -5.726
H -5.374 1.515 -3.412
H -3.762 1.527 -1.552
H -1.207 4.856 -2.213
H 0.408 6.553 -2.985
H 2.782 5.951 -3.297
H 3.546 3.649 -2.845
H 1.927 1.952 -2.033
H -3.105 2.800 2.602
H -2.947 0.404 3.805
H -2.387 -2.184 2.476
H -0.721 -1.762 2.927
H 1.089 -2.960 2.504
H 2.648 -4.878 2.606
H 2.569 -6.624 0.864
H 0.908 -6.483 -0.944
H -0.675 -4.608 -1.029
H -2.361 -0.704 -1.356
H -4.458 -1.125 -2.622
H -5.696 -3.223 -2.266
H -4.864 -4.907 -0.687
H -2.760 -4.509 0.556
C 5.232 -0.377 3.824
C 3.717 -0.397 3.639
C 3.329 -0.105 2.194
S 1.522 0.151 2.079
O 1.309 0.228 0.555
C 1.392 1.891 2.652
C 1.710 2.970 1.627
C 3.196 3.266 1.461
H 5.480 -0.452 4.878
H 5.651 0.554 3.450
H 5.705 -1.204 3.302
H 3.278 0.357 4.294
H 3.321 -1.368 3.942
H 3.556 -0.940 1.532
H 3.827 0.785 1.821
H 2.045 1.967 3.519
H 0.359 1.977 2.988
H 1.218 3.885 1.964
H 1.273 2.698 0.661
H 3.681 3.340 2.433
H 3.327 4.215 0.948
H 3.700 2.507 0.867
C -0.144 -5.020 -6.014
C -1.287 -4.120 -6.345
C -2.272 -4.494 -7.238
C -3.344 -3.653 -7.500
Cl -4.576 -4.157 -8.602
C -3.441 -2.428 -6.870
C -2.464 -2.044 -5.965
C -1.389 -2.880 -5.697
O -0.386 -2.594 -4.807
C -0.617 -1.586 -3.869
C 0.603 -1.422 -2.966
O 1.689 -1.869 -3.171
O 0.301 -0.685 -1.909
H -0.191 -5.934 -6.597
H -0.177 -5.261 -4.954
H 0.800 -4.515 -6.200
H -2.219 -5.460 -7.713
H -4.280 -1.781 -7.070
H -2.559 -1.084 -5.480
H -1.487 -1.828 -3.238
H -0.797 -0.606 -4.335
```

Values from the calculation:
lowest unoccupied orbital energy = -0.07070 Eh
energy relative to the best compared isomer or geometry (same formula, charge and spin) = 0.1733 eV
gap between HOMO and LUMO = 8.005 eV
spin multiplicity = 1
electronic energy = -105656.299 eV
charge = +1

Here are the Löwdin charges for atoms 1 to 2, given in e: number 1, Al, carries -0.2127; number 2, C, carries -0.2245

Formula: C45H48AsN5O3Pm
Source: the Open Molecules 2025 dataset
Level of theory: ωB97M-V with the def2-TZVPD basis set

```
103
C45H48AsN5O3Pm (ωB97M-V with the def2-TZVPD basis set)
Pm 0.037 0.047 -0.952
C 2.585 -1.590 -3.712
C 3.368 -1.512 -2.430
C 4.349 -2.463 -2.161
C 5.147 -2.365 -1.033
C 4.986 -1.292 -0.170
C 4.024 -0.318 -0.412
C 3.907 0.884 0.486
C 3.200 -0.450 -1.535
N 2.155 0.490 -1.788
C 2.487 1.657 -2.390
O 3.593 2.090 -2.662
C 1.260 2.456 -2.789
C 1.339 3.633 -3.508
C 0.156 4.236 -3.915
C -1.066 3.649 -3.606
C -1.061 2.481 -2.872
N 0.080 1.916 -2.474
C -2.332 1.724 -2.531
O -3.404 2.173 -2.902
N -2.087 0.584 -1.836
C -3.133 -0.376 -1.716
C -3.616 -1.038 -2.855
C -3.158 -0.669 -4.238
C -4.536 -2.069 -2.684
C -4.972 -2.450 -1.426
C -4.498 -1.780 -0.309
C -3.586 -0.738 -0.442
C -3.113 -0.004 0.784
H 2.592 -2.601 -4.116
H 3.018 -0.928 -4.467
H 1.547 -1.272 -3.596
H 4.497 -3.281 -2.858
H 5.909 -3.109 -0.840
H 5.631 -1.193 0.696
H 4.550 0.776 1.359
H 2.883 1.033 0.830
H 4.208 1.786 -0.052
H 2.316 4.031 -3.746
H 0.186 5.152 -4.491
H -2.013 4.060 -3.929
H -2.089 -0.443 -4.266
H -3.676 0.224 -4.592
H -3.353 -1.481 -4.938
H -4.913 -2.582 -3.562
H -5.689 -3.253 -1.317
H -4.856 -2.047 0.679
H -3.770 -0.200 1.631
H -3.081 1.074 0.617
H -2.112 -0.321 1.103
C -0.799 -5.133 -0.893
C 0.472 -4.300 -1.049
C 1.223 -4.700 -2.310
C 1.380 -4.437 0.166
N 0.150 -2.855 -1.220
N -0.708 -2.285 -0.223
H -0.558 -6.195 -0.955
H -1.518 -4.911 -1.688
H -1.289 -4.974 0.070
H 1.552 -5.736 -2.234
H 2.096 -4.063 -2.446
H 0.582 -4.620 -3.193
H 1.714 -5.471 0.261
H 0.867 -4.189 1.100
H 2.261 -3.800 0.059
H -0.348 -2.739 -2.102
H -0.271 -2.449 0.681
H -1.636 -2.708 -0.194
O 0.512 0.609 1.128
As 0.026 1.536 2.465
C 1.528 2.219 3.389
C 1.999 3.489 3.067
C 3.135 3.971 3.700
C 3.789 3.191 4.643
C 3.313 1.925 4.962
C 2.179 1.434 4.336
C -0.945 0.347 3.581
C -0.425 -0.937 3.734
C -1.111 -1.862 4.506
C -2.309 -1.507 5.114
C -2.827 -0.231 4.949
C -2.148 0.704 4.178
C -1.039 3.003 1.917
C -1.592 3.841 2.885
C -2.413 4.884 2.486
C -2.672 5.090 1.137
C -2.092 4.275 0.174
C -1.267 3.233 0.567
H 1.493 4.100 2.328
H 3.511 4.955 3.454
H 4.675 3.570 5.135
H 3.824 1.322 5.700
H 1.809 0.451 4.597
H 0.499 -1.222 3.244
H -0.711 -2.859 4.635
H -2.844 -2.231 5.715
H -3.766 0.038 5.414
H -2.575 1.686 4.031
H -1.381 3.696 3.938
H -2.852 5.536 3.229
H -3.323 5.898 0.833
H -2.283 4.446 -0.878
H -0.784 2.633 -0.193
```

Values from the calculation:
lowest unoccupied orbital energy (alpha / beta) = -0.08698 / -0.08653 Eh
energy relative to the best compared isomer or geometry (same formula, charge and spin) = 0.0000 eV
gap between HOMO and LUMO (alpha / beta) = 8.163 / 8.191 eV
spin multiplicity = 5
electronic energy = -138429.407 eV
<S²> = 6.00
charge = +1

Here are the Löwdin charges for atoms 1 to 2, given in e: number 1, Pm, carries 1.7369; number 2, C, carries -0.0385

Formula: C45H48Br4N6O2SbSiTi
Source: the Open Molecules 2025 dataset
Level of theory: ωB97M-V with the def2-TZVPD basis set

```
108
C45H48Br4N6O2SbSiTi (ωB97M-V with the def2-TZVPD basis set)
Ti 0.763 -0.293 -0.427
C 2.949 -0.406 2.031
C 1.606 -0.273 2.681
C 1.603 -0.221 4.071
C 0.427 -0.088 4.758
C -0.729 -0.004 4.010
C -0.689 -0.051 2.618
N 0.480 -0.188 1.935
Sb -2.813 0.014 2.078
C -3.217 -1.506 0.602
C -4.499 -2.019 0.781
C -4.888 -3.143 0.081
C -3.959 -3.744 -0.730
C -2.689 -3.192 -0.868
C -1.709 -3.916 -1.724
N -2.319 -2.054 -0.229
C -3.245 1.816 0.965
C -4.415 2.472 1.333
C -4.721 3.669 0.704
C -3.843 4.162 -0.243
C -2.692 3.437 -0.557
C -1.748 3.920 -1.619
N -2.406 2.281 0.046
H 3.655 -0.847 2.732
H 3.324 0.583 1.759
H 2.916 -1.018 1.138
H 2.545 -0.287 4.600
H 0.406 -0.064 5.841
H -1.685 0.100 4.506
H -5.177 -1.531 1.470
H -5.884 -3.554 0.186
H -4.195 -4.658 -1.259
H -2.202 -4.342 -2.594
H -1.261 -4.740 -1.163
H -0.926 -3.242 -2.034
H -5.069 2.045 2.083
H -5.629 4.208 0.946
H -4.040 5.100 -0.749
H -1.428 4.943 -1.417
H -2.240 3.907 -2.595
H -0.880 3.267 -1.643
Br 4.238 5.550 0.779
C 3.764 3.811 0.204
C 4.730 2.953 -0.303
Br 6.532 3.504 -0.451
C 4.367 1.649 -0.683
Br 5.644 0.377 -1.255
C 3.054 1.231 -0.592
O 2.613 0.010 -0.843
C 2.050 2.124 -0.130
O 0.837 1.630 -0.111
C 2.430 3.385 0.302
Br 1.093 4.456 1.109
N 3.450 -6.896 0.281
C 3.367 -8.262 0.438
C 4.269 -9.290 0.216
C 3.822 -10.586 0.449
C 2.516 -10.827 0.885
C 1.624 -9.791 1.119
C 2.054 -8.483 0.903
N 1.378 -7.290 1.025
C 2.226 -6.350 0.639
C 1.948 -4.955 0.509
C 2.728 -4.080 -0.301
C 2.325 -2.803 -0.542
N 1.180 -2.230 -0.015
C 0.509 -3.053 0.882
C 0.831 -4.351 1.129
H 4.264 -6.375 0.015
H 5.276 -9.093 -0.132
H 4.493 -11.421 0.290
H 2.196 -11.851 1.037
H 0.610 -9.982 1.450
H 3.633 -4.419 -0.793
H 2.916 -2.168 -1.181
H -0.331 -2.612 1.394
H 0.229 -4.936 1.814
C 1.344 1.734 -3.445
Si 0.572 0.003 -3.099
C 1.729 -1.052 -4.344
C 3.193 -0.772 -3.980
C 1.516 -2.566 -4.247
C 1.552 -0.662 -5.817
C -1.195 0.213 -3.997
C -1.762 -1.097 -4.550
C -2.188 0.752 -2.963
C -1.144 1.227 -5.149
H 1.561 1.906 -4.502
H 2.277 1.855 -2.892
H 0.670 2.531 -3.114
H 3.396 -0.982 -2.931
H 3.459 0.272 -4.165
H 3.858 -1.400 -4.590
H 1.688 -2.932 -3.237
H 2.222 -3.086 -4.911
H 0.507 -2.855 -4.545
H 1.720 0.406 -5.974
H 0.562 -0.911 -6.201
H 2.288 -1.205 -6.427
H -1.935 -1.816 -3.754
H -1.100 -1.556 -5.285
H -2.727 -0.910 -5.043
H -2.212 0.138 -2.064
H -3.205 0.788 -3.384
H -1.916 1.766 -2.660
H -0.428 0.937 -5.918
H -0.869 2.222 -4.791
H -2.134 1.305 -5.622
```

Values from the calculation:
lowest unoccupied orbital energy (alpha / beta) = 0.07083 / 0.07135 Eh
energy relative to the best compared isomer or geometry (same formula, charge and spin) = 0.1551 eV
gap between HOMO and LUMO (alpha / beta) = 4.452 / 4.548 eV
spin multiplicity = 1
electronic energy = -378182.530 eV
charge = -1

Here are the Löwdin charges for atoms 1 to 2, given in e: number 1, Ti, carries 0.8869; number 2, C, carries 0.0008